Molecular formula: C26H32LaN7OS4
Method: DFT, ωB97M-V with the def2-TZVPD basis set

Positions of all 71 atoms, in Å:
1 La 0.47453 0.33811 0.73203
2 C 3.24263 1.35236 -1.49372
3 N 2.11960 2.04083 -0.83879
4 C 2.66503 3.07590 0.05580
5 C 1.24510 2.69797 -1.80254
6 C 1.75331 3.53015 -2.78494
7 C 0.91873 4.22163 -3.64647
8 C -0.45397 4.07169 -3.52284
9 C -0.97979 3.23041 -2.56909
10 C -0.15301 2.52060 -1.67636
11 N -0.64572 1.58900 -0.80332
12 C -1.94170 1.68214 -0.33070
13 C -2.53374 2.90013 0.02987
14 C -3.81076 2.94022 0.54962
15 C -4.54155 1.77329 0.70477
16 C -3.96640 0.55266 0.37739
17 C -2.67428 0.48725 -0.11399
18 N -1.99743 -0.74352 -0.45013
19 C -2.48139 -1.92267 0.25950
20 C -2.07978 -0.96760 -1.89335
21 H 4.01276 2.05326 -1.84033
22 H 2.88933 0.78255 -2.35482
23 H 3.70917 0.66613 -0.78155
24 H 3.15914 3.87439 -0.51038
25 H 3.40159 2.63158 0.72544
26 H 1.85938 3.51335 0.64907
27 H 2.82236 3.65955 -2.87716
28 H 1.33570 4.87627 -4.39702
29 H -1.11961 4.61377 -4.18015
30 H -2.04993 3.09325 -2.50196
31 H -1.94758 3.80302 -0.07044
32 H -4.23564 3.88856 0.84340
33 H -5.55117 1.80511 1.08867
34 H -4.54573 -0.34903 0.51002
35 H -3.49000 -2.23015 -0.05695
36 H -2.48146 -1.72690 1.33182
37 H -1.80012 -2.75156 0.05286
38 H -3.11437 -1.16303 -2.21166
39 H -1.46709 -1.82737 -2.16900
40 H -1.71429 -0.08816 -2.41969
41 N 0.68832 -2.45629 2.01339
42 C 0.93061 -3.51511 1.14434
43 C 0.89540 -4.83124 1.55367
44 C 1.19381 -5.87494 0.67601
45 C 1.49748 -5.62230 -0.63258
46 C 1.46868 -4.30038 -1.11442
47 C 1.68088 -3.99384 -2.47279
48 C 1.57585 -2.69483 -2.88842
49 C 1.27012 -1.70503 -1.94324
50 N 1.10328 -1.93962 -0.65920
51 C 1.19003 -3.22287 -0.22762
52 H 1.53666 -1.88533 2.14983
53 H 0.32943 -2.76881 2.91152
54 H 0.65807 -5.05976 2.58186
55 H 1.19945 -6.88720 1.04374
56 H 1.74811 -6.41958 -1.31543
57 H 1.91312 -4.79413 -3.16117
58 H 1.70701 -2.42081 -3.92391
59 H 1.14452 -0.67875 -2.26970
60 S 3.04014 -0.32204 1.91609
61 S 3.33551 1.39597 2.99588
62 S 1.53326 1.95793 3.84034
63 S 0.24468 2.62810 2.40879
64 N 0.10013 -0.69019 4.81213
65 C -0.78453 -0.04708 3.99621
66 N -1.67099 0.77444 4.60153
67 O -0.86634 -0.30438 2.79208
68 H 0.26268 -0.29450 5.72346
69 H 0.93044 -1.04572 4.36089
70 H -1.45629 1.18598 5.49356
71 H -2.23135 1.33719 3.98024

Kohn-Sham gap ... 6.26 eV
Max |F| ... 1.8 eV/Å
Total energy ... -84166.417 eV
ΔE to the lowest compared entry with this formula, charge and spin ... 15.4 kcal per mole
Multiplicity ... 1
Molecular weight ... 725.76 g mol⁻¹